No. 1
20
Properties=species:S:1:pos:R:3 method="wB97M-V/def2-TZVPD" gap_ev="1.8 / 8.9" e_homo_ha="0.0491 / -0.2078" energy_ev=-17719.059 total_charge=-1 spin_multiplicity=2
C 0.35912 1.11085 0.60084
C 1.34431 0.34747 -0.28550
S 2.75565 -0.30438 0.61368
C -0.70913 0.17274 1.16478
N -1.35401 -0.67707 0.11522
C -1.75882 0.12200 -1.06755
C -3.10174 -0.38926 -1.63439
H -0.21158 1.90542 0.10051
H 0.85144 1.61956 1.43551
H 0.92415 -0.44295 -0.89588
H 1.72984 1.07519 -1.02998
H 2.20665 -1.45886 1.10477
H -0.31176 -0.51132 1.90843
H -1.48126 0.72051 1.73794
H -2.25151 -0.98868 0.47483
H -1.84610 1.22803 -1.06677
H -1.03627 0.01622 -1.87900
H -3.48220 -0.00193 -2.58768
H -3.09978 -1.47175 -1.66948
H -3.83469 -0.09323 -0.86813

=====

No. 2
20
Properties=species:S:1:pos:R:3 method="wB97M-V/def2-TZVPD" gap_ev=9.5 e_homo_ha=-0.3120 energy_ev=-17718.871 smiles=CN[C@@H](C)CCS spin_multiplicity=1
C -0.37622 -2.78833 0.77912
N -0.86334 -1.36722 0.56059
C -0.30033 -0.99848 -0.79224
C -0.03310 0.53182 -0.83593
C 1.05753 1.09407 0.02634
S 0.92866 2.57812 1.13497
C -1.20515 -1.49345 -1.94267
H 0.70696 -2.76148 0.69149
H -0.79506 -3.07788 1.77312
H -0.82769 -3.48387 0.06937
H -1.79137 -1.07569 1.12053
H 0.69131 -1.40197 -0.98737
H 0.36142 0.67108 -1.83792
H -0.99554 1.15336 -0.83571
H 1.12071 0.24842 0.81774
H 2.08313 1.20158 -0.48076
H 0.07784 3.47913 0.64923
H -1.44571 -2.46961 -1.81856
H -2.18086 -1.05617 -1.75771
H -0.67676 -1.18016 -2.89476

=====

No. 3
20
Properties=species:S:1:pos:R:3 method="wB97M-V/def2-TZVPD" gap_ev=9.7 e_homo_ha=-0.3223 energy_ev=-17720.815 smiles=CCN[C@H](C)CS spin_multiplicity=1
C 1.81005 0.73027 -1.64394
N 0.58370 -0.04996 -1.44647
C 0.12884 -0.20846 -0.08092
C -1.38237 -0.52051 -0.04698
S -2.09978 -0.35945 1.62223
C 0.89779 -1.37235 0.57226
C 1.90224 2.03821 -0.83426
H 1.86220 1.02438 -2.69467
H 2.69855 0.12604 -1.45288
H -0.09570 0.32342 -2.08710
H 0.23948 0.67979 0.53695
H -1.44377 -1.52771 -0.47131
H -1.99837 0.09573 -0.69989
H -1.78474 -1.56077 2.14518
H 1.91574 -1.47201 0.20224
H 0.35016 -2.29416 0.35438
H 0.91981 -1.32233 1.66004
H 2.15744 1.84374 0.20420
H 0.96630 2.59218 -0.93110
H 2.66434 2.69046 -1.26673

=====

No. 4
20
Properties=species:S:1:pos:R:3 method="wB97M-V/def2-TZVPD" gap_ev=9.7 e_homo_ha=-0.3223 energy_ev=-17719.748 smiles=CCCNCCS spin_multiplicity=1
C -0.81746 -1.08884 0.11110
N 0.27941 0.03086 0.01790
C 0.89595 0.05414 -1.31278
C 1.86843 1.19676 -1.20491
S 2.76556 1.29581 -2.96460
C -1.55165 -1.18880 1.50001
C -2.24244 0.08334 1.88371
H -1.47248 -0.88610 -0.72766
H -0.33920 -2.07367 -0.03797
H 0.89320 0.01809 0.87205
H 0.12486 0.17815 -2.07148
H 1.41983 -0.87638 -1.49779
H 1.47721 2.10983 -0.76401
H 2.71250 0.83262 -0.64790
H 3.78433 2.26560 -2.76930
H -0.73298 -1.21697 2.17829
H -2.06176 -2.11674 1.67622
H -1.38276 0.79964 1.92118
H -2.81263 0.43496 1.02373
H -2.80793 0.14769 2.81420

=====

No. 5
20
Properties=species:S:1:pos:R:3 method="wB97M-V/def2-TZVPD" gap_ev=9.8 e_homo_ha=-0.3263 energy_ev=-17719.927 smiles="C=CCN.CCS" spin_multiplicity=1
N -1.56699 0.98839 -0.41905
C -0.43205 1.61990 0.37729
C 0.44807 1.07086 2.64655
C -0.62010 1.24254 1.81764
H -1.45577 1.17043 -1.42825
H -2.44354 1.49400 -0.18864
H -0.40566 2.70707 0.26072
H 0.52851 1.24294 -0.03766
H 0.25934 0.74463 3.69023
H 1.49983 1.17729 2.35171
H -1.58705 1.10946 2.25070
C 0.44584 -1.53464 -0.17535
C 0.38662 -1.58343 -1.67530
S 1.94875 -2.27142 -2.34981
H 1.17531 -0.84172 0.16518
H 0.72250 -2.51306 0.19993
H -0.54553 -1.24213 0.23127
H -0.50066 -2.11313 -2.03175
H 0.36139 -0.52668 -2.05002
H 1.78118 -1.94132 -3.63539

=====

No. 6
20
Properties=species:S:1:pos:R:3 method="wB97M-V/def2-TZVPD" gap_ev="10.0 / 5.0" e_homo_ha="-0.4841 / -0.4812" energy_ev=-17711.381 total_charge=+1 spin_multiplicity=2
C -1.54475 2.00198 1.58393
C -0.65646 0.69547 1.28617
C -0.19223 0.56349 -0.21088
C 0.56412 -0.74426 -0.52860
S 1.53996 -0.88761 -2.08062
C 1.02500 -2.41015 -3.01032
N 0.56196 0.61498 2.15584
H -2.52137 1.71035 1.31000
H -1.08491 2.86630 1.03979
H -1.54458 1.99393 2.63285
H -1.18469 -0.29878 1.50196
H -1.12682 0.60746 -0.73651
H 0.21992 1.52816 -0.48902
H -0.04538 -1.53627 -0.12480
H 1.57212 -0.82876 0.16017
H 1.93234 -2.82860 -3.23074
H 0.48529 -2.23355 -3.96192
H 0.67208 -3.14035 -2.29795
H 1.09522 1.47759 1.91963
H 0.23317 0.84860 3.08102

=====

No. 7
21
Properties=species:S:1:pos:R:3 method="wB97M-V/def2-TZVPD" gap_ev=4.3 e_homo_ha=-0.2973 energy_ev=-28550.947 spin_multiplicity=1
N -1.08378 1.79133 0.88756
C -1.68063 0.84107 -0.04141
C -2.94570 0.24106 0.62834
C -0.57135 -0.13571 -0.54656
S -1.00505 -1.72925 -1.02670
S 2.09956 1.07445 0.79332
C 2.49776 -0.63974 0.38157
C 2.58900 -1.17411 -1.07937
H -0.46751 1.32357 1.54454
H -0.38880 2.48326 0.41961
H -2.03960 1.40234 -0.82262
H -3.82704 0.60703 0.17272
H -2.93275 0.50203 1.65599
H -2.80082 -0.81001 0.51488
H -0.24223 0.51379 -1.43170
H 0.00099 -0.39094 0.30700
H 3.47800 -0.85604 0.93032
H 1.62052 -1.12090 0.88251
H 1.64512 -0.96214 -1.44171
H 2.71820 -2.24897 -1.08207
H 3.33614 -0.71213 -1.64620

=====

No. 8
20
Properties=species:S:1:pos:R:3 method="wB97M-V/def2-TZVPD" gap_ev=8.6 e_homo_ha=-0.2809 energy_ev=-14761.426 spin_multiplicity=1
C 0.07471 -1.64968 1.47045
C -0.86941 -1.59950 0.10989
C 0.36070 -0.30393 1.91086
C -1.23160 1.93421 -0.74382
C 1.78212 1.27739 -1.45469
N -0.31680 -0.89359 -0.92777
Si 0.23164 0.72773 -0.57693
H -0.63482 -2.15330 2.08729
H 0.97223 -2.26902 1.42330
H -0.96864 -2.63967 -0.14526
H -1.86354 -1.12721 0.38344
H -0.40433 0.27366 2.48674
H 1.37699 -0.44249 2.41930
H -1.44974 2.44516 -1.69632
H -2.04520 1.21653 -0.85704
H -1.28232 2.77403 0.02046
H 2.25810 1.76697 -0.60567
H 2.27925 0.30525 -1.69393
H 1.44508 1.92495 -2.20414
H 0.28558 -1.56750 -1.40615